Formula: C17H24B2NaO19
Source: the Open Molecules 2025 dataset
Level of theory: the ωB97M-V functional and the def2-TZVPD basis

E_LUMO = -0.86 eV
HOMO-LUMO gap = 7.050 eV
highest occupied orbital energy = -7.91 eV
E_tot = -62701.817 eV
relative energy (zero: lowest compared OMol25 entry of this formula, charge and spin) = 136.0 kcal per mole

ORCA input file:
```
! wB97M-V def2-TZVPD RIJCOSX def2/J DEFGRID3
* xyz -1 1
C 5.2075 1.1853 0.7279
H -0.4099 -0.0866 -6.8601
H -3.0820 -2.8530 5.5208
Na -0.6445 -0.8149 0.6084
C -1.4779 -1.7307 6.0616
O -4.1586 6.3857 -0.9562
O 5.6432 -5.0260 -1.8125
O -4.3969 7.7262 1.1349
H 5.5945 0.1891 0.5136
C -3.7576 4.5446 0.3887
O -5.3528 9.7975 1.5670
C -6.6079 7.9518 0.5286
H 0.4833 0.9540 -5.7770
H -1.7699 -2.9688 3.9085
H 2.1477 2.6618 1.3198
C -0.6202 -0.7725 -4.7764
O 2.8433 -5.9927 1.4365
H 3.5429 2.5847 2.3737
C 2.4416 -5.3355 -0.9047
H -2.0397 -1.9166 -5.8999
O 1.2802 -4.9120 -0.8017
C -5.4244 8.6074 1.1453
C -2.6805 -1.8950 5.1904
C -3.5919 5.1609 -0.9373
C 6.3833 -5.5841 -2.7960
H -4.0896 -0.7932 6.3162
C -3.7396 -0.8191 5.2842
C 3.6744 1.2113 0.7730
H -1.2274 0.9903 -5.9481
O -2.2946 -2.1656 3.8733
O 3.2652 -5.2465 -1.9117
H -0.7411 -2.5328 6.0188
H 0.1877 -1.5041 -4.7876
H 3.9407 -0.1204 2.0864
B 4.5302 -5.9481 -1.6016
O -3.0455 4.5864 -1.8878
H -3.3130 0.1671 5.1009
B -4.8262 6.5653 0.4137
C -0.3883 0.3027 -5.8423
H -4.5615 -1.0586 4.6094
H -1.0522 -0.7532 5.8349
H 3.5814 3.3228 0.7053
O -4.4489 5.3577 1.1127
O -0.6030 -0.1487 -3.5408
H -1.8919 -2.3959 -4.2404
H -1.0888 0.6693 -3.6689
O 6.2370 -7.8127 -3.9717
C 3.2264 2.5059 1.3336
O 3.1966 0.1253 1.5319
H -2.7862 -0.8597 -4.6782
O 7.3081 -5.0431 -3.3757
O -3.4282 3.4174 0.7660
O 4.7472 -7.1091 -2.4296
O 4.3488 -6.3077 -0.1690
O -6.2621 6.7177 0.1865
O -7.6894 8.5311 0.3463
H 5.5882 1.9596 0.0619
H 3.3814 1.2432 -0.2764
H -1.7955 -1.7269 7.1043
H 5.5142 1.2733 1.7702
C 5.7746 -6.9516 -3.1762
C -1.9458 -1.5212 -4.8885
C 3.1639 -5.9891 0.2610
*
```

Here are the natural (NBO) charges for atoms 1 to 5, given in e: -0.6333, 0.2172, 0.1433, 0.9913, -0.6298